Record 1
DFT (wB97M-V/def2-TZVPD) results for a 2-piece molecular cluster, CHCl2NO2 overall.

ORCA input file:
```
! RIJCOSX wB97M-V def2-TZVPD def2/J DEFGRID3
* xyz 0 1
C 0.1328 -0.5902 -0.2074
N -0.2183 0.8008 0.5138
O 0.3474 1.1090 1.5032
O -1.0317 1.4448 -0.1202
Cl 1.2524 -1.5133 0.6792
Cl 0.6536 0.0152 -1.8536
H -1.1362 -1.2661 -0.5150
*
```

For the total energy, the calculation gives -1164.15787 a.u. The HOMO energy is -0.4150 hartree.

Mulliken atomic charge list, values in e, 4 entries: C -0.03; N 0.82; O -0.50; O -0.47

=====

Record 2
DFT (wB97M-V/def2-TZVPD) results for a 2-piece molecular cluster, H4NS overall.

ORCA input file:
```
! RIJCOSX wB97M-V def2-TZVPD def2/J DEFGRID3
* xyz -2 2
N 0.6397 1.5263 -0.4646
H -0.2714 1.4443 -0.9530
H 0.2804 1.8059 0.4754
H 0.7357 0.5322 -0.1563
S -1.0295 -2.0725 0.6286
H -0.3549 -3.2363 0.4698
*
```

For the total energy, the calculation gives -455.18728 a.u. The HOMO energy (alpha / beta) is 0.1754 / 0.0177 hartree.

Mulliken atomic charge list, values in e, 4 entries: N -3.23; H 0.98; H 1.10; H 0.38

=====

Record 3
DFT (wB97M-V/def2-TZVPD) results for C4H7LaO3 as an isolated structure.

ORCA input file:
```
! RIJCOSX wB97M-V def2-TZVPD def2/J DEFGRID3
* xyz 1 2
H 3.0920 -0.7154 -0.9754
O 0.0129 0.5039 0.4775
C 1.3721 0.2262 0.4624
O 2.0173 1.3036 0.7708
La 1.2594 3.0841 -0.6571
O 1.8312 -1.0401 0.6627
C 2.0235 -0.6718 -0.7377
H 1.3630 -1.2471 -1.3958
C -0.9765 -0.4894 0.2064
H -0.8276 -0.9919 -0.7596
H -0.8668 -1.2674 0.9739
C -2.3240 0.1909 0.2419
H -2.4264 0.8287 1.1295
H -2.4374 0.8580 -0.6234
H -3.1129 -0.5724 0.2239
*
```

For the total energy, the calculation gives -413.54428 a.u. The HOMO energy (alpha / beta) is -0.4059 / -0.4380 hartree.

Mulliken atomic charge list, values in e, 4 entries: H 0.28; O -0.24; C 1.07; O -0.86

=====

Record 4
DFT (wB97M-V/def2-TZVPD) results for C24H26BClMoN6O6S2 as an isolated structure.

ORCA input file:
```
! RIJCOSX wB97M-V def2-TZVPD def2/J DEFGRID3
* xyz 0 1
Mo 0.5096 -0.5317 0.2793
O 2.1052 -1.4159 -0.0757
C 2.6594 -2.1576 -1.0143
C 3.9781 -2.6019 -0.9015
C 4.5577 -3.3283 -1.9189
C 3.8434 -3.6174 -3.0833
C 2.5259 -3.2381 -3.1821
C 1.8968 -2.5274 -2.1486
C 0.4975 -2.2430 -2.2117
N -0.1634 -1.5815 -1.3098
C -1.5941 -1.3947 -1.5646
C -2.2863 -1.3187 -0.2160
N -1.4635 -0.4718 0.6542
C -1.9901 -0.1941 1.8218
C -1.3602 0.5324 2.8584
C -2.0271 0.7601 4.0764
C -1.4576 1.5344 5.0524
C -0.2166 2.1416 4.8256
C 0.4652 1.9265 3.6508
C -0.0739 1.0916 2.6720
O 0.5898 0.8121 1.5698
H 4.5222 -2.3573 0.0010
H 5.5724 -3.6870 -1.8110
H 4.3181 -4.1508 -3.8950
H 1.9515 -3.4912 -4.0653
H -0.0508 -2.6417 -3.0622
H -2.0079 -2.2049 -2.1677
H -1.7222 -0.4466 -2.0989
H -2.3433 -2.3171 0.2290
H -3.2948 -0.9131 -0.3221
H -2.9970 -0.5557 2.0226
H -2.9925 0.2969 4.2410
H -1.9801 1.6897 5.9858
H 0.2096 2.7827 5.5852
H 1.4284 2.3833 3.4678
C -4.1409 3.1246 -0.6855
N -2.9127 3.2544 -1.4235
C -2.7358 3.0089 -2.7742
C -1.4759 3.3886 -3.0739
N -0.8661 3.8500 -1.9317
B 0.5323 4.5214 -1.8842
N 1.5018 3.8630 -0.8170
C 2.3409 4.6078 -0.0360
C 3.1174 3.7712 0.6901
N 2.7560 2.4933 0.3467
C 3.4181 1.2978 0.8248
C 1.7458 2.5692 -0.5533
S 1.0356 1.2142 -1.3759
C -1.7465 3.7561 -0.9110
S -1.5236 4.1776 0.7061
H -4.9850 3.2663 -1.3591
H -4.1539 3.8822 0.0967
H -4.2128 2.1510 -0.2038
H -3.5233 2.6130 -3.3908
H -0.9570 3.3858 -4.0153
H 1.0490 4.3748 -2.9590
H 0.3683 5.6638 -1.5589
H 2.3138 5.6814 -0.0587
H 3.9088 3.9699 1.3898
H 2.7772 0.7188 1.4852
H 4.3044 1.5970 1.3785
H 3.7091 0.6768 -0.0223
O 2.1848 -3.3990 2.1219
Cl 1.3122 -2.4246 2.6719
O 0.7865 -2.8172 3.9269
O 0.1625 -2.2539 1.7388
O 1.9759 -1.1609 2.7729
*
```

For the total energy, the calculation gives -3059.62902 a.u. The HOMO energy (alpha / beta) is -0.2468 / -0.2468 hartree.

Mulliken atomic charge list, values in e, 4 entries: Mo -0.65; O 0.25; C 0.33; C -0.72

=====

Record 5
DFT (wB97M-V/def2-TZVPD) results for C4H8O as an isolated structure.

ORCA input file:
```
! RIJCOSX wB97M-V def2-TZVPD def2/J DEFGRID3
* xyz 0 1
C 1.2753 0.1635 0.8372
C 0.4891 -0.0572 -0.4412
C -0.6353 0.7513 -0.8155
C -1.1927 -1.3178 0.4097
O -1.9928 -0.4614 0.0327
H 2.2299 0.6742 0.6606
H 0.6920 0.7591 1.5470
H 1.4800 -0.7989 1.3075
H 0.8079 -0.8364 -1.1251
H -1.0401 0.6790 -1.8183
H 0.7321 0.9953 -1.1468
H -0.8693 1.6342 -0.2302
H -1.7149 -2.1505 0.9474
*
```

For the total energy, the calculation gives -232.24940 a.u. The HOMO energy is -0.2653 hartree.

Mulliken atomic charge list, values in e, 4 entries: C -1.09; C 0.01; C -0.68; C -0.24

=====

Record 6
DFT (wB97M-V/def2-TZVPD) results for C31H45Cl3FeGeN5O3PSi2 as an isolated structure.

ORCA input file:
```
! RIJCOSX wB97M-V def2-TZVPD def2/J DEFGRID3
* xyz -1 6
Fe -0.1165 0.0769 0.3235
C 1.7384 0.3146 -1.8278
Si 2.5992 0.2861 -0.1129
C 2.5709 0.3255 1.7859
C 3.8081 -1.1065 -0.3768
C 5.1729 -1.1391 -0.6371
C 5.8388 -2.3557 -0.7307
C 5.1387 -3.5426 -0.5568
C 3.7738 -3.5117 -0.2945
C 3.0848 -2.3024 -0.2007
Si 1.1821 -2.2144 0.1381
C 0.9342 -3.1424 1.7739
C 0.4791 -3.3708 -1.1986
H 2.3474 0.9764 -2.4552
H 0.7090 0.6564 -1.9264
H 1.8006 -0.6976 -2.2345
H 3.5986 0.6278 2.0263
H 2.4065 -0.6643 2.2118
H 1.8726 1.0188 2.2440
H 5.7278 -0.2154 -0.7671
H 6.9029 -2.3785 -0.9355
H 5.6574 -4.4920 -0.6257
H 3.2418 -4.4496 -0.1605
H 1.5060 -4.0766 1.7923
H -0.1224 -3.3855 1.8955
H 1.2275 -2.5385 2.6338
H 0.9647 -4.3521 -1.1598
H 0.6358 -2.9646 -2.2014
H -0.5928 -3.5164 -1.0563
O 3.1819 1.9586 -0.2489
C 2.1439 2.7436 -0.0330
N 2.3136 4.1172 0.0024
C 0.9721 4.7227 0.0226
C 0.1720 3.4911 0.3942
O -1.1030 3.5799 0.7111
N 0.9170 2.3508 0.2443
C 0.8268 5.8166 1.0719
C 1.8273 6.0887 1.9939
C 1.6469 7.0759 2.9556
C 0.4594 7.7882 3.0108
C -0.5497 7.5099 2.0963
C -0.3665 6.5348 1.1298
C 0.6387 5.2788 -1.3742
C -0.2282 4.6226 -2.2341
C -0.4517 5.1205 -3.5129
C 0.1956 6.2678 -3.9433
C 1.0660 6.9297 -3.0846
C 1.2780 6.4407 -1.8058
H 2.9901 4.4928 -0.6459
H 2.7454 5.5161 1.9614
H 2.4379 7.2814 3.6669
H 0.3167 8.5545 3.7632
H -1.4855 8.0534 2.1378
H -1.1547 6.3128 0.4201
H -0.7412 3.7267 -1.9103
H -1.1444 4.6043 -4.1658
H 0.0178 6.6524 -4.9403
H 1.5693 7.8330 -3.4082
H 1.9338 6.9748 -1.1251
C -4.5189 -3.4239 -2.0523
N -3.2940 -2.8013 -1.5928
C -2.5034 -2.1778 -2.6451
P -3.2163 -2.2352 -0.0345
O -2.0093 -1.4012 0.1405
N -3.3079 -3.5759 0.9536
C -3.0958 -3.2767 2.3727
C -2.6918 -4.8319 0.5526
N -4.6642 -1.4766 0.2560
C -5.6625 -1.8262 1.2417
C -4.8414 -0.1570 -0.3375
H -4.2881 -4.1973 -2.7905
H -5.1963 -2.6963 -2.5170
H -5.0431 -3.8916 -1.2190
H -2.1013 -2.9424 -3.3154
H -1.6808 -1.6213 -2.2062
H -3.1134 -1.4823 -3.2340
H -3.4491 -2.2761 2.6141
H -2.0358 -3.3084 2.6366
H -3.6400 -4.0015 2.9841
H -2.8637 -5.0206 -0.5042
H -3.1383 -5.6441 1.1322
H -1.6105 -4.8389 0.7306
H -5.6089 -2.8858 1.4789
H -6.6551 -1.6162 0.8314
H -5.5558 -1.2460 2.1663
H -4.0241 0.0702 -1.0209
H -4.8497 0.6258 0.4265
H -5.7874 -0.1167 -0.8865
Cl -3.7953 3.9113 -0.7618
Ge -2.6024 2.4830 0.6324
Cl -1.6687 1.2490 -1.3090
Cl -0.7978 0.3660 2.5098
*
```

For the total energy, the calculation gives -7349.66428 a.u. The HOMO energy (alpha / beta) is -0.0995 / -0.1828 hartree.

Mulliken atomic charge list, values in e, 4 entries: Fe 0.87; C -1.59; Si 2.42; C -1.53

=====

Record 7
DFT (wB97M-V/def2-TZVPD) results for a 2-piece molecular cluster, C7H11N2O2 overall.

ORCA input file:
```
! RIJCOSX wB97M-V def2-TZVPD def2/J DEFGRID3
* xyz -1 1
C -0.8282 -2.8078 0.3706
C -1.1917 -1.5232 1.0498
C -0.3569 -0.6245 1.6724
C -2.2929 0.2906 1.2732
N -2.3856 -0.9266 0.8002
N -1.0533 0.5425 1.8379
H -0.5837 -3.6376 1.0341
H 0.0271 -2.7243 -0.3145
H 0.6719 -0.6514 1.9883
H -3.0651 1.0404 1.2529
H -0.7475 1.5009 1.9132
H -1.6213 -3.2548 -0.2148
C 1.9895 1.2007 -1.3151
C 0.6901 0.6910 -2.0578
C 1.5876 2.1559 -0.1636
O 1.2462 3.3197 -0.4222
O 1.5967 1.6228 0.9907
H 2.5416 0.3281 -0.9444
H 2.6122 1.6283 -2.1015
H 0.5714 -0.3883 -1.9244
H 0.7358 0.9973 -3.1064
H -0.1441 1.2204 -1.6188
*
```

For the total energy, the calculation gives -533.38774 a.u. The HOMO energy is -0.1568 hartree.

Mulliken atomic charge list, values in e, 4 entries: C -1.21; C 0.76; C -0.56; C -0.27

=====

Record 8
DFT (wB97M-V/def2-TZVPD) results for C13H35IO7S as an isolated structure.

ORCA input file:
```
! RIJCOSX wB97M-V def2-TZVPD def2/J DEFGRID3
* xyz 0 1
C 3.7104 -1.2948 1.9940
C 2.6443 -1.3614 0.8460
C 1.9586 0.0640 0.7279
C 0.4163 -0.1364 0.6720
C -0.3964 0.9147 1.4822
C -1.8794 1.0652 1.0438
C -2.5325 -0.2213 0.4677
C -2.9345 -1.2107 1.6088
C -2.3602 -2.6351 1.4578
O -2.8224 -3.1716 0.1846
S -1.5901 -3.9226 -0.6327
O -2.0472 -4.1617 -2.0281
O -0.3699 -2.7733 -0.7944
I -0.2049 -1.9675 -2.6553
H 4.5005 -0.5871 1.6894
H 3.1896 -0.8884 2.8744
H 4.0757 -2.3095 2.2036
H 3.0716 -1.6208 -0.1341
H 1.9268 -2.1470 1.1201
H 2.2583 0.7444 1.5364
H 2.3175 0.4855 -0.2242
H 0.0990 -0.0390 -0.3831
H 0.0856 -1.1342 0.9917
H -0.2943 0.6439 2.5490
H 0.1238 1.8812 1.3952
H -1.9822 1.9029 0.3400
H -2.4684 1.3409 1.9382
H -1.9509 -0.7148 -0.3194
H -3.4698 0.0994 -0.0116
H -4.0301 -1.3238 1.5895
H -2.6336 -0.8145 2.5907
H -2.7641 -3.3082 2.2314
H -1.2625 -2.6851 1.5443
C 0.0058 4.4861 3.8881
O -0.4827 3.2043 3.5048
H 0.5086 4.9299 3.0316
H -0.8214 5.1335 4.1919
H 0.7189 4.3906 4.7113
H -0.9224 2.8259 4.2679
C 4.8613 2.3507 0.1527
O 5.0885 1.6991 1.3943
H 4.0802 3.0952 0.2897
H 5.7736 2.8460 -0.1907
H 4.5368 1.6174 -0.5908
H 5.7758 1.0477 1.2451
C -4.9030 -1.0401 -3.4374
O -3.7354 -0.6769 -2.7109
H -5.5296 -0.1565 -3.5427
H -4.6332 -1.4081 -4.4311
H -5.4598 -1.8121 -2.8991
H -3.1942 -1.4681 -2.6274
C 0.9136 0.3830 -5.8029
O 0.6610 -0.8840 -5.1976
H 0.0120 0.9853 -5.7249
H 1.7310 0.8926 -5.2873
H 1.1672 0.2512 -6.8570
H 1.4629 -1.4058 -5.2734
*
```

For the total energy, the calculation gives -1738.72535 a.u. The HOMO energy is -0.3453 hartree.

Mulliken atomic charge list, values in e, 4 entries: C -1.03; C -0.19; C -0.62; C 0.87

=====

Record 9
DFT (wB97M-V/def2-TZVPD) results for an isolated ion of composition C8H12ClN2O2S and charge +1.

ORCA input file:
```
! RIJCOSX wB97M-V def2-TZVPD def2/J DEFGRID3
* xyz 1 1
C -1.7198 -0.5240 2.3250
C 0.0942 -1.7739 1.9125
C 0.0073 0.3980 1.0974
C -1.4087 -0.1031 0.8414
C -1.3463 -1.4318 0.0876
C 2.1828 2.7563 0.0877
C -1.0400 -2.6740 -2.6760
C 1.3705 2.2936 1.2732
N -0.9535 -1.3949 2.8010
N -0.3831 -2.1926 0.6628
O 0.7842 -0.4294 1.6529
O 0.1921 1.6009 0.8530
S -0.6046 -1.0790 -1.8915
Cl -3.0095 -2.0534 0.0404
H -2.5779 -0.1553 2.9966
H 0.8227 -2.4283 2.4381
H -2.1548 0.5483 0.4318
H 2.8413 1.9628 -0.4074
H 1.5746 3.1637 -0.6297
H 2.9610 3.5765 0.4137
H -1.4608 -3.1992 -1.8684
H -0.0393 -3.1266 -3.0156
H -1.6342 -2.2733 -3.4888
H 0.9825 3.1751 1.8719
H 1.9837 1.6434 1.9611
H -0.3768 -3.1604 0.4423
*
```

For the total energy, the calculation gives -1430.06216 a.u. The HOMO energy is -0.4466 hartree.

Mulliken atomic charge list, values in e, 4 entries: C -0.10; C -0.40; C 0.38; C -0.19

=====

Record 10
DFT (wB97M-V/def2-TZVPD) results for C3H11N2S as an isolated structure.

ORCA input file:
```
! RIJCOSX wB97M-V def2-TZVPD def2/J DEFGRID3
* xyz 1 1
C -0.3434 -1.7447 -0.0270
C 0.7301 1.8672 -0.6630
C -0.2592 -0.2457 -0.1588
N 0.8691 0.4867 -0.2725
N -1.3987 0.2776 -0.5225
S 2.3559 -0.3917 0.2387
H -1.3346 -2.0381 0.1096
H -0.0071 -2.0748 -1.0090
H 0.0489 -1.9763 0.8956
H -1.2734 -0.7169 2.9277
H -0.0638 1.9811 -1.4003
H 1.6742 2.1302 -1.0529
H -0.6593 -0.8012 2.4310
H -2.2936 -0.2715 -0.4053
H 0.3632 2.3768 0.2312
H -1.5919 1.3223 -0.5266
H 3.1836 -0.1813 -0.7960
*
```

For the total energy, the calculation gives -628.27947 a.u. The HOMO energy is -0.5090 hartree.

Mulliken atomic charge list, values in e, 4 entries: C -1.47; C -0.98; C 0.80; N -0.02

=====

Record 11
DFT (wB97M-V/def2-TZVPD) results for a 2-piece molecular cluster, C2H2O2S overall.

ORCA input file:
```
! RIJCOSX wB97M-V def2-TZVPD def2/J DEFGRID3
* xyz 0 1
C 0.4548 1.3296 -0.6667
C -0.7209 0.9777 -0.7829
O 1.1237 -2.0445 0.3677
O -0.9979 -1.3931 1.3604
S 0.3366 -1.0101 1.0013
H 1.4120 1.7600 -0.6824
H -1.6082 0.3804 -0.5974
*
```

For the total energy, the calculation gives -625.97310 a.u. The HOMO energy is -0.3978 hartree.

Mulliken atomic charge list, values in e, 4 entries: C -0.50; C -0.20; O -0.39; O -0.41

=====

Record 12
DFT (wB97M-V/def2-TZVPD) results for a 8-piece molecular cluster, C27H54O11 overall.

ORCA input file:
```
! RIJCOSX wB97M-V def2-TZVPD def2/J DEFGRID3
* xyz 0 1
C 5.1409 -56.1578 -13.3643
C 5.2453 -55.9500 -11.8003
O 5.7788 -54.5327 -11.6804
C 5.7409 -53.9434 -10.6004
C 6.0816 -52.5500 -10.8088
O 5.1931 -54.2347 -9.5687
H 4.6613 -55.3518 -13.8663
H 4.7518 -56.9559 -13.6552
H 6.1544 -55.9805 -13.7576
H 4.2805 -55.9115 -11.3010
H 5.9454 -56.6178 -11.3751
H 5.6329 -51.8495 -10.2658
H 6.0609 -52.2165 -11.7343
H 7.0705 -52.5021 -10.5326
C 8.6575 -49.8364 -10.2425
C 7.2108 -49.2324 -9.9954
O 6.7284 -49.8334 -8.8533
C 5.5657 -49.6741 -8.4265
C 5.2762 -50.0596 -6.8786
O 4.7153 -48.9926 -8.9877
H 9.2599 -49.2879 -11.0428
H 8.6752 -50.8054 -10.6707
H 9.2492 -49.8028 -9.3431
H 7.3335 -48.1159 -9.9255
H 6.5748 -49.4463 -10.9611
H 6.3372 -50.3042 -6.4375
H 4.4745 -50.7772 -6.8056
H 4.7806 -49.1234 -6.5370
C 2.5321 -52.6925 -14.2196
C 2.0755 -53.4914 -12.9944
O 2.3840 -52.5694 -11.8707
C 2.3847 -52.9998 -10.6324
C 2.7303 -52.0337 -9.5956
O 1.8636 -54.0332 -10.2883
H 2.6211 -53.2030 -15.2258
H 3.5225 -52.3203 -14.0816
H 1.9773 -51.9052 -14.1294
H 1.0086 -53.3465 -13.0971
H 2.1893 -54.4279 -12.7742
H 1.8331 -51.8283 -9.0147
H 2.9261 -51.1546 -10.0874
H 3.4786 -52.4376 -8.8473
C 4.6982 -54.8254 -6.3407
C 5.0722 -55.7166 -5.1357
C 5.6507 -55.0173 -3.8774
O 4.8395 -57.0170 -5.1752
H 5.5221 -54.4386 -6.8601
H 3.7719 -54.1513 -6.0995
H 4.2631 -55.4257 -7.1006
H 6.6435 -55.3522 -3.7469
H 5.2796 -55.4686 -2.9457
H 5.6570 -53.9994 -3.7582
C 8.9171 -56.1251 -11.9197
C 9.0342 -56.9829 -13.1916
C 8.6119 -58.4510 -13.0056
O 9.2846 -56.3788 -14.4314
H 9.9515 -55.9626 -11.5888
H 8.4175 -56.4730 -11.1827
H 8.5271 -55.1720 -12.1399
H 9.2417 -58.8241 -12.2812
H 8.5339 -58.8711 -13.9108
H 7.6167 -58.4786 -12.8786
C 8.3504 -55.3591 -17.4708
C 7.7274 -56.7234 -17.6078
C 6.5282 -57.2241 -16.6467
O 8.1542 -57.7225 -18.4457
H 9.2006 -55.2186 -17.9995
H 8.2769 -55.1590 -16.5134
H 7.6338 -54.7157 -17.9179
H 5.7289 -56.5463 -16.4523
H 6.6849 -57.3858 -15.4901
H 6.1077 -58.1465 -17.0840
C 0.1792 -57.3325 -13.9158
C 1.5696 -57.7701 -14.2656
C 2.1616 -59.0355 -13.5736
O 2.4103 -57.0548 -15.0067
H 0.4505 -56.5576 -13.2153
H -0.5831 -58.0980 -13.2823
H -0.1929 -56.9848 -14.7777
H 2.1474 -58.8726 -12.6171
H 3.2459 -59.3420 -13.7292
H 1.2674 -59.6016 -13.6403
C 2.9185 -57.4885 -9.0514
C 3.9989 -58.5914 -9.2679
C 4.5984 -59.1170 -8.0665
O 4.1813 -59.1411 -10.3940
H 2.5685 -57.5001 -8.1783
H 2.1873 -57.6456 -9.8918
H 3.3374 -56.4674 -9.0877
H 4.0487 -59.8162 -7.5391
H 5.0631 -58.3314 -7.3926
H 5.2790 -59.7510 -8.3493
*
```

For the total energy, the calculation gives -1888.34429 a.u. Its SMILES is CCOC(C)=O.CCOC(C)=O.CCOC(C)=O.CC(C)=O.CC(C)=O.CC(C)=O.CC(C)=O.CC(C)=O. The HOMO energy is -0.3382 hartree.

Mulliken atomic charge list, values in e, 4 entries: C -1.68; C -0.03; O -0.35; C 0.64

=====

Question: Which of these has the highest total energy?
Answer: C4H8O

=====

Question: Among the records above, which one has the lowest total energy?
Answer: C31H45Cl3FeGeN5O3PSi2